{
  "formula": "C12H23N3O3S",
  "method": "the ωB97M-V functional and the def2-TZVPD basis",
  "elements": ["S", "O", "O", "O", "N", "N", "N", "C", "C", "C", "C", "C", "C", "C", "C", "C", "C", "C", "C", "H", "H", "H", "H", "H", "H", "H", "H", "H", "H", "H", "H", "H", "H", "H", "H", "H", "H", "H", "H", "H", "H", "H"],
  "positions_angstrom": [[0.948, -3.157, 4.588], [-1.029, -1.410, -1.242], [-0.257, 1.222, 2.909], [2.012, -1.828, 0.388], [0.684, 0.003, 0.448], [0.365, -1.078, -3.038], [-0.349, -1.021, 2.977], [-1.289, 1.983, -0.751], [-2.154, 0.187, 3.930], [-0.274, -2.054, -3.920], [0.147, 1.671, -1.281], [0.692, 0.285, -1.009], [-0.837, 0.195, 3.196], [1.276, -2.818, 2.855], [-0.071, -0.837, -1.770], [0.290, 1.973, -2.778], [0.267, 3.481, -3.037], [1.261, -1.059, 1.038], [1.007, -1.327, 2.504], [0.161, 0.644, 1.067], [2.334, -3.087, 2.665], [-1.352, -1.934, -3.896], [1.727, 0.269, -1.328], [-0.732, 3.896, -2.808], [-2.885, -0.241, 3.253], [0.627, -3.452, 2.265], [-0.949, -1.825, 3.251], [-0.024, -3.054, -3.564], [1.065, 4.059, -2.486], [-1.437, 1.793, 0.281], [1.255, 1.575, -3.136], [0.049, -1.862, -4.928], [2.008, -2.559, 5.086], [-1.577, 3.044, -0.877], [-2.037, 1.368, -1.259], [-2.121, -0.391, 4.859], [1.708, -0.769, 3.097], [0.838, 2.379, -0.773], [1.145, -0.549, -3.431], [0.473, 3.610, -4.090], [-2.468, 1.204, 4.153], [-0.495, 1.473, -3.407]],
  "homo_lumo_gap_ha": 0.3669,
  "total_energy_ha": -1259.2776,
  "e_above_lowest_kcal_mol": 4.2,
  "smiles": "CC[C@@H](C)[C@@H](NC(=O)[C@H](CS)NC(C)=O)C(=O)NC"
}